Entry 1:
Below is the molecule C23H33N5O2, with properties calculated with wB97M-V/def2-TZVPD.

Frontier orbital gap in eV: 7.983
SMILES: CCCCN(CCCC)c1nc2ccccc2nc1[C@@H](C#N)C(=O)NCCCOC
Molecular weight in g mol⁻¹: 411.55
E_LUMO in hartree: -0.0138
Calculated total energy in eV: -35932.409
HOMO in eV: -8.359
ΔE to the lowest compared entry with this formula, charge and spin in kcal/mol: 43.9

XYZ file:
```
63
Properties=species:S:1:pos:R:3:lowdin_charge:R:1
C 2.804 -2.944 -1.576 -0.098
C 3.759 -1.986 -0.874 -0.239
C 3.826 -2.188 0.646 -0.174
C 2.914 -1.241 1.443 -0.160
N 1.496 -1.481 1.264 -0.067
C 0.999 -2.773 1.711 -0.174
C -0.319 -2.610 2.468 -0.199
C -0.803 -3.938 3.042 -0.271
C -2.129 -3.782 3.776 -0.116
C 0.801 -0.866 0.266 -0.235
N -0.083 -1.572 -0.412 0.190
C -0.676 -1.027 -1.492 -0.219
C -1.617 -1.762 -2.236 -0.021
C -2.136 -1.226 -3.384 -0.075
C -1.749 0.046 -3.830 -0.074
C -0.855 0.796 -3.113 -0.014
C -0.324 0.278 -1.922 -0.203
N 0.417 1.053 -1.097 0.182
C 0.915 0.542 -0.008 -0.141
C 1.421 1.527 1.028 -0.149
C 2.612 2.177 0.555 -0.203
N 3.563 2.671 0.153 0.185
C 0.318 2.585 1.315 -0.473
O -0.161 2.686 2.421 0.088
N 0.009 3.334 0.248 0.071
C -1.169 4.173 0.222 -0.161
C -2.286 3.537 -0.606 -0.138
C -2.789 2.234 0.006 -0.237
O -3.657 1.614 -0.914 -0.187
C -4.121 0.366 -0.473 -0.111
H 1.780 -2.811 -1.238 0.040
H 3.097 -3.976 -1.389 0.075
H 2.827 -2.773 -2.650 0.073
H 3.471 -0.954 -1.093 0.103
H 4.757 -2.135 -1.291 0.105
H 4.843 -1.989 0.990 0.112
H 3.593 -3.226 0.887 0.104
H 3.163 -0.225 1.137 0.098
H 3.139 -1.344 2.511 0.130
H 0.848 -3.446 0.861 0.119
H 1.747 -3.206 2.377 0.127
H -0.182 -1.887 3.275 0.122
H -1.072 -2.214 1.785 0.102
H -0.919 -4.659 2.230 0.110
H -0.051 -4.332 3.731 0.108
H -2.029 -3.077 4.598 0.072
H -2.896 -3.413 3.099 0.071
H -2.457 -4.737 4.180 0.067
H -1.889 -2.747 -1.892 0.115
H -2.852 -1.791 -3.964 0.105
H -2.172 0.437 -4.743 0.105
H -0.551 1.779 -3.436 0.114
H 1.617 1.023 1.979 0.153
H 0.344 2.997 -0.651 0.123
H -0.897 5.142 -0.207 0.121
H -1.489 4.316 1.257 0.124
H -3.119 4.234 -0.695 0.119
H -1.922 3.316 -1.612 0.108
H -3.310 2.429 0.956 0.135
H -1.944 1.562 0.225 0.110
H -3.289 -0.330 -0.303 0.076
H -4.761 -0.026 -1.261 0.090
H -4.695 0.459 0.457 0.090
```

---

Entry 2:
Below is the molecule C23H33NO2, with properties calculated with wB97M-V/def2-TZVPD.

Frontier orbital gap in eV: 9.040
SMILES: COc1ccc([C@H](CCNCc2ccc(OC(C)C)cc2)C(C)C)cc1
Molecular weight in g mol⁻¹: 355.52
E_LUMO in hartree: 0.0317
Calculated total energy in eV: -29971.613
HOMO in eV: -8.176
ΔE to the lowest compared entry with this formula, charge and spin in kcal/mol: 59.0

XYZ file:
```
59
Properties=species:S:1:pos:R:3:lowdin_charge:R:1
C -6.745 -3.231 -0.443 -0.097
O -6.020 -2.705 0.639 -0.089
C -5.130 -1.697 0.395 -0.278
C -4.433 -1.215 1.503 0.006
C -3.514 -0.197 1.367 -0.037
C -3.254 0.380 0.127 -0.216
C -2.273 1.510 -0.062 -0.275
C -0.943 1.252 0.656 -0.151
C -0.227 0.038 0.059 -0.216
N 0.013 0.208 -1.367 -0.057
C 1.128 1.088 -1.704 -0.184
C 2.465 0.565 -1.243 -0.236
C 3.067 1.034 -0.086 -0.044
C 4.261 0.504 0.376 -0.017
C 4.881 -0.525 -0.322 -0.263
O 6.040 -1.145 0.025 -0.032
C 6.789 -0.703 1.148 -0.436
C 7.570 0.570 0.819 -0.036
C 7.732 -1.847 1.507 -0.040
C 4.278 -1.004 -1.488 0.002
C 3.090 -0.468 -1.935 -0.037
C -2.879 2.885 0.307 -0.382
C -4.048 3.216 -0.620 -0.071
C -3.334 2.985 1.760 -0.068
C -3.946 -0.116 -0.968 -0.028
C -4.875 -1.137 -0.850 -0.015
H -6.084 -3.674 -1.194 0.094
H -7.373 -2.469 -0.917 0.094
H -7.382 -4.008 -0.022 0.091
H -4.632 -1.661 2.465 0.117
H -2.991 0.142 2.248 0.111
H -2.031 1.552 -1.130 0.129
H -0.312 2.137 0.559 0.106
H -1.093 1.071 1.719 0.104
H -0.873 -0.835 0.178 0.120
H 0.704 -0.147 0.621 0.111
H 0.180 -0.701 -1.787 0.109
H 0.932 2.067 -1.262 0.110
H 1.125 1.198 -2.792 0.119
H 2.603 1.837 0.470 0.113
H 4.688 0.905 1.283 0.105
H 6.113 -0.520 1.996 0.137
H 6.899 1.366 0.505 0.071
H 8.127 0.902 1.691 0.083
H 8.267 0.371 0.008 0.087
H 8.332 -1.580 2.371 0.081
H 7.160 -2.744 1.733 0.081
H 8.388 -2.059 0.667 0.084
H 4.767 -1.802 -2.024 0.117
H 2.640 -0.852 -2.840 0.114
H -2.093 3.632 0.144 0.134
H -3.733 3.194 -1.661 0.078
H -4.852 2.495 -0.488 0.078
H -4.436 4.208 -0.401 0.075
H -3.692 3.992 1.965 0.078
H -4.146 2.290 1.955 0.075
H -2.516 2.774 2.444 0.073
H -3.756 0.300 -1.947 0.119
H -5.386 -1.486 -1.734 0.101
```

---

Entry 3:
Below is a cluster of 3 separate species, C23H34BrCl2N3O6S3 in total at a distorted geometry, with properties calculated with wB97M-V/def2-TZVPD.

Frontier orbital gap in eV: 8.108
SMILES: C/C(Cl)=C(\Cl)[C@@]1(CC(=O)Br)OS(=O)(=O)O[C@@H]1CCCSC(=S)N1CCOCC1.CCCC#N.CCCC#N
Molecular weight in g mol⁻¹: 695.55
E_LUMO in hartree: -0.0012
Calculated total energy in eV: -168748.481
HOMO in eV: -8.141

XYZ file:
```
72
Properties=species:S:1:pos:R:3:lowdin_charge:R:1
C 5.230 2.238 1.530 -0.122
C 4.633 1.057 0.870 -0.681
Cl 4.827 1.091 -0.864 0.767
C 3.976 0.049 1.447 -0.570
Cl 3.779 0.087 3.169 0.816
C 3.321 -1.153 0.744 -0.410
C 4.207 -2.008 -0.131 -0.156
C 5.274 -2.737 0.635 -0.730
O 5.365 -2.875 1.827 0.070
Br 6.645 -3.550 -0.532 0.687
O 2.756 -1.955 1.803 -0.208
S 1.428 -2.650 1.299 0.588
O 1.640 -3.681 0.334 -0.216
O 0.684 -3.033 2.438 -0.190
O 0.880 -1.371 0.551 -0.182
C 2.020 -0.599 0.035 -0.218
C 1.918 -0.717 -1.472 -0.132
C 0.514 -0.326 -1.959 -0.246
C 0.056 1.033 -1.432 -0.465
S -1.316 0.923 -0.248 0.936
C -0.778 1.903 1.128 -1.086
S 0.268 3.138 0.913 0.705
N -1.281 1.632 2.407 -0.186
C -0.640 0.479 3.063 -0.127
C -1.495 -0.787 3.144 -0.190
O -2.856 -0.518 3.451 -0.121
C -3.368 0.257 2.373 -0.205
C -2.748 1.627 2.459 -0.171
H 4.779 3.159 1.176 0.087
H 5.146 2.198 2.604 0.050
H 6.287 2.298 1.285 0.085
H 4.681 -1.470 -0.938 0.078
H 3.581 -2.762 -0.601 0.119
H 1.838 0.394 0.424 0.128
H 2.080 -1.750 -1.760 0.121
H 2.618 -0.082 -2.000 0.094
H 0.573 -0.234 -3.040 0.113
H -0.211 -1.110 -1.778 0.039
H 0.861 1.618 -1.009 0.016
H -0.321 1.618 -2.264 0.067
H 0.242 0.214 2.484 0.095
H -0.261 0.735 4.048 0.124
H -1.462 -1.328 2.197 0.102
H -1.107 -1.417 3.935 0.125
H -4.441 0.306 2.521 0.127
H -3.181 -0.243 1.422 0.092
H -3.101 2.218 1.619 0.060
H -3.110 2.128 3.349 0.131
C -2.525 -4.842 -0.390 -0.100
C -2.927 -5.131 -1.833 -0.257
C -1.999 -4.459 -2.852 -0.178
C -2.023 -3.006 -2.692 -0.198
N -2.039 -1.868 -2.527 0.175
H -2.588 -3.776 -0.164 0.068
H -3.188 -5.360 0.302 0.075
H -1.504 -5.172 -0.190 0.078
H -3.953 -4.797 -1.997 0.112
H -2.910 -6.209 -2.004 0.108
H -2.307 -4.699 -3.870 0.118
H -0.973 -4.806 -2.719 0.123
C -2.043 6.266 -2.024 -0.105
C -2.111 4.788 -2.390 -0.259
C -3.384 4.104 -1.881 -0.181
C -3.457 4.173 -0.422 -0.221
N -3.466 4.226 0.725 0.178
H -2.022 6.407 -0.942 0.073
H -1.138 6.718 -2.430 0.072
H -2.901 6.810 -2.424 0.077
H -1.237 4.275 -1.983 0.093
H -2.069 4.682 -3.476 0.109
H -3.394 3.054 -2.175 0.111
H -4.273 4.580 -2.298 0.120
```

---

Entry 4:
Below is a structure of composition C23H34IrNO2P2 at a distorted geometry, with properties calculated with wB97M-V/def2-TZVPD.

Frontier orbital gap (alpha / beta) in eV: 3.651 / 5.529
Molecular weight in g mol⁻¹: 610.70
E_LUMO (alpha / beta) in hartree: 0.0088 / -0.0892
Calculated total energy in eV: -51397.590
HOMO (alpha / beta) in eV: -3.411 / -7.956
ΔE to the lowest compared entry with this formula, charge and spin in kcal/mol: 8.6
2S+1: 5

XYZ file:
```
63
Properties=species:S:1:pos:R:3:lowdin_charge:R:1
C 0.502 -0.656 -4.312 -0.065
C 0.449 -0.143 -3.000 -0.367
N 0.222 -0.969 -1.974 -0.101
C 0.073 -2.309 -2.148 -0.359
C 0.111 -2.846 -3.431 -0.071
C 0.330 -2.034 -4.526 -0.137
C 0.427 1.354 -2.734 -0.250
P 0.786 1.771 -0.957 0.757
Ir 0.360 -0.204 0.112 1.121
P -0.649 -2.201 0.563 0.761
C -0.164 -3.180 -0.941 -0.250
C 0.144 0.752 1.886 -0.404
C 1.283 1.214 2.557 -0.144
C 1.182 1.717 3.862 -0.081
C -0.062 1.793 4.487 -0.098
C -1.227 1.417 3.802 -0.095
C -1.128 0.932 2.497 -0.142
O -2.200 1.980 -3.101 -0.107
O -2.747 -0.210 -1.742 -0.103
H 0.669 0.039 -5.120 0.093
H -0.074 -3.910 -3.515 0.107
H 0.389 -2.444 -5.527 0.084
C 2.467 2.303 -0.807 -0.237
C -0.247 3.243 -0.660 -0.213
H -0.985 -3.892 -1.125 0.091
H 0.741 -3.753 -0.667 0.100
H -0.621 1.687 -2.793 0.009
H 0.944 1.899 -3.536 0.106
C -0.117 -3.053 2.065 -0.231
C -2.466 -2.207 0.567 -0.231
H 2.262 1.143 2.067 0.090
H 2.091 2.027 4.385 0.107
H -0.150 2.162 5.502 0.097
H -2.221 1.478 4.263 0.103
H -2.036 0.678 1.928 0.073
H -2.077 0.030 -1.096 -0.053
H -3.510 0.224 -1.224 0.125
H -2.402 1.084 -2.737 -0.003
H -2.099 1.741 -4.051 0.084
H -1.219 0.123 0.277 -0.064
H 2.724 3.080 -1.527 0.059
H 2.504 2.680 0.215 0.043
H 3.102 1.425 -0.925 0.033
H 0.188 4.143 -1.115 0.059
H -1.281 3.145 -1.016 0.046
H -0.254 3.370 0.419 0.035
H -2.804 -3.249 0.517 0.057
H -2.814 -1.713 1.486 0.052
H -2.825 -1.661 -0.311 0.016
H -0.665 -4.007 2.134 0.056
H 0.968 -3.227 2.026 0.038
H -0.361 -2.400 2.919 0.058
C 4.704 -2.247 0.597 -0.080
C 3.895 -2.072 1.710 -0.138
C 2.669 -1.422 1.573 -0.218
C 2.268 -0.966 0.333 -0.357
C 3.088 -1.101 -0.773 -0.183
C 4.311 -1.764 -0.645 -0.127
H 5.663 -2.765 0.696 0.115
H 4.194 -2.434 2.686 0.082
H 2.030 -1.273 2.454 0.081
H 2.778 -0.710 -1.745 0.083
H 4.929 -1.887 -1.528 0.087
```